This record from OMol25 describes one molecule with the formula C7H11N. The level of theory is ωB97M-V/def2-TZVPD.

Geometry (Å):
C (-1.70126, 1.69571, -0.00058)
C (2.95392, -0.03860, 0.00001)
C (-1.94429, -1.54744, 0.00037)
N (0.69122, 1.00367, 0.00068)
C (-0.63249, 0.65922, 0.00114)
C (1.46770, -0.11811, -0.00004)
C (-0.70647, -0.71202, 0.00025)
C (0.62381, -1.19566, -0.00036)
H (1.03939, 1.94785, 0.00167)
H (0.91609, -2.22762, -0.00095)
H (-1.60559, 2.35613, 0.86263)
H (-2.67618, 1.21918, 0.03588)
H (-1.64963, 2.30872, -0.90200)
H (3.31594, 0.49910, -0.87753)
H (3.31723, 0.48054, 0.88813)
H (3.37475, -1.04003, -0.01060)
H (-1.68011, -2.60175, -0.00006)
H (-2.55235, -1.34416, -0.88134)
H (-2.55168, -1.34474, 0.88270)

Atoms 1-6, force components in eV/Å:
0.1915 -0.0473 -0.0155
-0.1153 0.0904 0.0034
-0.0159 0.2006 -0.0024
0.1410 0.1550 0.0005
-0.4195 -0.1445 0.0060
0.3199 -0.2402 -0.0052

Values from the calculation:
- relative energy (zero: lowest compared OMol25 entry of this formula, charge and spin) (eV) = 0.000
- energy (eV) = -8927.7286
- structure (SMILES) = Cc1cc(C)c(C)[nH]1
- HOMO (eV) = -7.444
- LUMO level (eV) = 1.02
- multiplicity = 1
- Kohn-Sham gap (hartree) = 0.311



This record from OMol25 describes C19H47N3NaO8P as an isolated structure. The level of theory is ωB97M-V/def2-TZVPD.

Geometry (Å):
Na (-0.72668, 7.75514, -6.35038)
P (-3.41065, 6.18407, -3.18036)
O (-4.58792, 6.04640, -2.19421)
O (-2.07538, 5.57800, -2.73684)
O (-3.22929, 7.70467, -3.48804)
O (-3.63862, 5.48440, -4.60500)
C (4.81868, 10.33614, -8.63163)
C (4.00804, 10.75835, -7.40079)
C (2.89456, 11.82605, -7.63326)
O (3.49847, 13.08388, -8.07933)
C (2.46437, 13.99719, -8.36864)
N (3.45461, 9.60640, -6.87213)
H (5.52550, 9.62065, -8.21139)
H (5.35341, 11.18630, -9.05515)
H (4.23291, 9.84494, -9.40861)
H (4.60753, 11.03536, -6.53362)
H (2.15973, 12.03509, -6.85580)
H (2.28131, 11.39207, -8.42301)
H (2.70619, 14.73639, -9.13231)
H (2.16792, 14.48905, -7.44219)
H (1.53013, 13.53779, -8.69149)
H (3.98643, 8.75874, -6.73525)
H (3.06858, 9.88144, -5.98026)
C (2.15625, 10.03184, 0.58432)
C (1.46018, 10.91219, -0.51287)
C (2.19136, 12.26779, -0.85454)
O (2.35670, 13.11190, 0.29644)
C (2.77980, 14.40627, -0.07186)
N (1.28961, 10.00130, -1.62723)
H (1.92675, 10.42635, 1.57417)
H (3.22624, 10.15788, 0.41904)
H (1.76837, 9.01324, 0.57466)
H (0.46077, 11.14938, -0.14815)
H (1.52286, 12.73954, -1.57469)
H (3.11107, 12.00586, -1.37764)
H (2.00377, 14.97668, -0.58228)
H (3.76613, 14.47350, -0.53092)
H (2.94960, 15.01008, 0.81959)
H (1.17303, 9.07058, -1.25271)
H (0.31804, 9.91212, -1.88837)
C (-4.41369, 6.30628, -12.63267)
C (-3.33935, 7.02344, -11.78498)
C (-2.23473, 7.67379, -12.66849)
C (-2.60459, 8.97290, -13.41975)
C (-3.16570, 9.98983, -12.31158)
C (-4.28385, 9.40387, -11.37306)
N (-3.84545, 8.04908, -10.87449)
O (-4.75774, 7.47623, -9.93564)
C (-4.41447, 10.42724, -10.24234)
C (-5.64107, 9.38313, -12.14147)
C (-2.63837, 5.82606, -11.12484)
H (-5.39885, 6.30243, -12.16624)
H (-4.26684, 5.24586, -12.83768)
H (-4.52417, 6.79760, -13.59935)
H (-1.31664, 7.92620, -12.13794)
H (-1.96948, 6.98072, -13.46687)
H (-3.39800, 8.76352, -14.13722)
H (-1.75392, 9.27442, -14.03093)
H (-3.59819, 10.80216, -12.89565)
H (-2.35114, 10.43420, -11.73962)
H (-5.06395, 10.01366, -9.47082)
H (-3.43114, 10.59924, -9.80464)
H (-4.73380, 11.39995, -10.61646)
H (-5.84074, 10.38039, -12.53353)
H (-5.79291, 8.75045, -13.01598)
H (-6.50439, 9.13647, -11.52348)
H (-1.68028, 6.05528, -10.65834)
H (-2.51187, 4.97390, -11.79261)
H (-3.18364, 5.34574, -10.31239)
H (-4.21700, 7.00164, -9.30005)
C (3.72158, 2.18132, -6.17588)
C (2.77496, 2.29196, -4.95016)
O (1.65077, 2.96531, -5.40143)
H (3.93434, 3.15445, -6.61843)
H (3.15727, 1.55491, -6.86673)
H (4.63735, 1.61251, -6.01480)
H (3.33143, 2.89815, -4.23531)
H (2.62862, 1.30967, -4.50097)
H (1.15179, 3.36500, -4.68528)

Atoms 1-6, force components in eV/Å:
-0.5105 -0.2103 0.5597
-0.7357 -0.1041 -1.1354
0.7989 -0.2932 -0.5668
0.3582 -0.2662 0.4875
0.2665 0.1992 -0.4194
-0.0117 0.7198 1.0842

Values from the calculation:
- relative energy (zero: lowest compared OMol25 entry of this formula, charge and spin) (eV) = 8.949
- energy (eV) = -55013.7890
- HOMO (eV) = 1.168
- LUMO level (eV) = 3.43
- multiplicity = 1
- Kohn-Sham gap (hartree) = 0.083
- total charge = -2



This record from OMol25 describes one molecule with the formula C5H7NO2. The level of theory is ωB97M-V/def2-TZVPD.

Geometry (Å):
C (-1.14502, -1.32179, -0.10246)
C (0.13015, 1.53602, -0.23128)
C (1.29893, 0.57557, 0.25390)
C (1.73240, -0.64518, -0.51698)
C (0.27835, -0.90783, -0.28072)
H (-1.37579, -1.96221, 0.77430)
H (-1.63544, -1.73332, -0.95793)
H (0.31835, 2.56520, -0.34948)
H (2.01762, 1.15766, 0.87620)
H (2.02894, -0.48326, -1.51753)
H (2.46779, -1.15357, 0.12505)
H (0.01320, -0.30864, -1.15537)
N (-1.13235, 1.22122, -0.23695)
O (-1.73768, 0.03510, 0.15064)
O (0.52805, -0.29148, 0.99045)

Atoms 1-6, force components in eV/Å:
-0.0595 -1.0172 1.0515
-0.3256 -2.5017 0.3155
0.5244 3.2464 1.0720
2.3374 -0.7598 -0.8895
-1.1732 -1.6820 0.1823
0.0941 0.7343 -0.2873

Values from the calculation:
- relative energy (zero: lowest compared OMol25 entry of this formula, charge and spin) (eV) = 7.862
- energy (eV) = -10875.7553
- HOMO (eV) = -9.298
- LUMO level (eV) = 0.82
- multiplicity = 1
- Kohn-Sham gap (hartree) = 0.372



This record from OMol25 describes a 3-piece molecular cluster, C21H52N3O3P overall. The level of theory is ωB97M-V/def2-TZVPD.

Geometry (Å):
C (4.48457, 4.15796, -1.03110)
O (3.50081, 3.09722, -0.64615)
C (3.46234, 2.04863, -1.69009)
C (2.82718, 0.61704, -1.17830)
C (1.42634, 0.77595, -0.33845)
C (0.32668, 1.70740, -1.12349)
C (-0.01004, 1.20353, -2.66522)
C (-1.61523, 1.36103, -2.95944)
C (-1.99377, 2.11514, -4.36535)
C (-1.46278, 3.66546, -4.48454)
C (-1.44653, 4.49361, -3.06930)
P (-3.19375, 4.61948, -2.22790)
C (-2.80508, 5.06632, -0.41455)
C (-3.62554, 4.20822, 0.71340)
C (-3.92795, 2.64597, 0.32556)
N (-4.54496, 1.84721, 1.48121)
H (4.01908, 5.23169, -1.00874)
H (5.43405, 4.17726, -0.33632)
H (4.86479, 3.98771, -2.14753)
H (2.88596, 2.51711, -2.61009)
H (4.59464, 1.82388, -1.98330)
H (2.60217, -0.02720, -2.13091)
H (3.61613, 0.11166, -0.45483)
H (1.70322, 1.35959, 0.66513)
H (0.97615, -0.26199, 0.01381)
H (-0.69125, 1.77278, -0.52443)
H (0.77649, 2.80294, -1.21789)
H (0.27264, 0.05698, -2.71663)
H (0.66058, 1.74879, -3.47393)
H (-2.06958, 0.26315, -3.03106)
H (-2.21007, 1.89388, -2.09556)
H (-3.17724, 2.14446, -4.50721)
H (-1.57073, 1.54896, -5.32565)
H (-2.03693, 4.31241, -5.29622)
H (-0.33345, 3.62545, -4.86818)
H (-1.12336, 5.62492, -3.26930)
H (-0.71749, 4.03359, -2.25549)
H (-3.83163, 3.33697, -2.37427)
H (-3.13656, 6.20415, -0.27166)
H (-1.64459, 5.05557, -0.19366)
H (-4.60590, 4.78910, 1.06682)
H (-2.92890, 4.18272, 1.68281)
H (-3.00500, 2.03395, -0.05168)
H (-4.77409, 2.66895, -0.51607)
H (-4.65262, 0.85636, 1.13475)
H (-5.53711, 2.18410, 1.63672)
C (4.76307, -4.21644, 0.11486)
C (3.63432, -3.18972, 0.07051)
C (2.83772, -3.09241, 1.39206)
O (1.90650, -4.15895, 1.59605)
C (2.47752, -5.33852, 2.14146)
N (2.75491, -3.49474, -1.06803)
H (4.39957, -5.24577, 0.05518)
H (5.44422, -4.07044, -0.73141)
H (5.34998, -4.11400, 1.03363)
H (4.09684, -2.21104, -0.10649)
H (2.23194, -2.17882, 1.35203)
H (3.50235, -2.98429, 2.25723)
H (3.28336, -5.11990, 2.84842)
H (2.83701, -5.98538, 1.33900)
H (1.68921, -5.88228, 2.67279)
H (2.05441, -2.75714, -1.14567)
H (2.20625, -4.32184, -0.81401)
C (-2.30543, -4.23794, 2.12539)
C (-1.75381, -2.82555, 2.30164)
C (-0.79222, -2.68532, 3.50423)
O (-1.44630, -2.62595, 4.77503)
C (-1.78480, -3.89258, 5.31907)
N (-2.87755, -1.88171, 2.39681)
H (-3.07503, -4.48511, 2.86149)
H (-2.76520, -4.34660, 1.13632)
H (-1.50668, -4.98299, 2.20275)
H (-1.18285, -2.58813, 1.39572)
H (-0.26445, -1.72918, 3.40193)
H (-0.02174, -3.46523, 3.49835)
H (-1.04307, -4.65925, 5.07616)
H (-2.77531, -4.19499, 4.97403)
H (-1.83373, -3.79138, 6.40846)
H (-2.50455, -0.93262, 2.42626)
H (-3.29815, -2.00378, 3.32301)

Atoms 1-6, force components in eV/Å:
0.5267 0.3292 -0.8272
1.4398 0.2590 -1.4832
0.6461 -0.2955 -0.3012
-0.4787 0.5842 0.4814
0.2027 1.1285 0.7386
0.3650 0.3168 -0.5741

Values from the calculation:
- energy (eV) = -42513.8406
- structure (SMILES) = COCCCCCCCCCPCCCN.COC[C@@H](C)N.COC[C@@H](C)N
- HOMO (eV) = -7.921
- LUMO level (eV) = 0.67
- multiplicity = 1
- Kohn-Sham gap (hartree) = 0.316



This record from OMol25 describes an isolated ion of composition C2H9N2O and charge +1. The level of theory is ωB97M-V/def2-TZVPD.

Geometry (Å):
C (0.33622, -1.01135, 0.20384)
N (1.43998, -0.52678, -0.71637)
H (-0.36602, -1.55356, -0.42239)
H (0.79618, -1.74349, 0.86754)
H (1.37147, -0.93397, -1.64296)
H (1.35180, 0.47428, -0.92578)
N (-0.16210, 0.02391, 1.00908)
C (-0.95040, 1.08623, 0.42594)
O (-1.96503, 0.50401, -0.37428)
H (-0.38374, -0.23657, 1.94581)
H (2.38514, -0.68242, -0.37167)
H (-0.26860, 1.69550, -0.18946)
H (-1.31245, 1.74455, 1.21168)
H (-2.27244, 1.15968, -1.02096)

Atoms 1-6, force components in eV/Å:
-0.1581 -0.8360 0.9422
0.2077 0.8606 -0.8293
-0.2478 0.2823 -0.3158
0.0105 -0.0401 -0.1485
0.0258 -0.5848 -0.1729
-0.0498 0.0155 0.4974

Values from the calculation:
- relative energy (zero: lowest compared OMol25 entry of this formula, charge and spin) (eV) = 1.815
- energy (eV) = -7240.5414
- structure (SMILES) = [NH3+]CNCO
- HOMO (eV) = -14.208
- LUMO level (eV) = -3.80
- multiplicity = 1
- Kohn-Sham gap (hartree) = 0.383
- total charge = +1



This record from OMol25 describes one molecule with the formula C4H5NO3. The level of theory is ωB97M-V/def2-TZVPD.

Geometry (Å):
C (2.10921, -0.90528, 0.09358)
C (0.27666, 0.44138, 0.07046)
C (-0.58873, 1.49394, 0.12710)
C (-1.81369, -0.45037, -0.00875)
H (1.74690, -1.62675, -0.75892)
H (3.19244, -0.73574, 0.10004)
H (1.60789, -1.30104, 1.03744)
H (-0.42822, 2.52049, -0.07822)
H (-2.82425, 1.38684, -0.23725)
N (-1.94054, 0.85626, -0.00023)
O (1.60883, 0.41498, -0.28391)
O (-2.49322, -1.43273, -0.09005)
O (-0.45328, -0.66197, 0.02871)

Atoms 1-6, force components in eV/Å:
-0.9035 -1.1137 -1.4563
-0.6740 3.1783 -1.4736
-0.7119 -1.8238 -0.6003
0.8719 -1.9519 -0.5648
1.1387 1.1303 1.6238
-0.3755 -0.6811 0.3002

Values from the calculation:
- relative energy (zero: lowest compared OMol25 entry of this formula, charge and spin) (eV) = 1.971
- energy (eV) = -11860.0303
- structure (SMILES) = COc1c[nH]c(=O)o1
- HOMO (eV) = -8.477
- LUMO level (eV) = 0.75
- multiplicity = 1
- Kohn-Sham gap (hartree) = 0.339